(1)
{
  "formula": "C2H5PS3",
  "method": "wB97M-V/def2-TZVPD",
  "de_lowest_kj_mol": 351.71,
  "orbital_gap_ev": 4.82,
  "elements": ["C", "C", "P", "S", "S", "S", "H", "H", "H", "H", "H"],
  "positions_angstrom": [[0.1219, 1.3378, 1.0264], [0.5533, -1.2028, 0.6022], [-0.6994, 0.0562, -0.1141], [-2.4549, -0.2883, 0.6170], [1.6309, 0.1910, 1.1379], [-0.0135, -0.7515, -3.4863], [0.5881, 2.1561, 0.5975], [-0.6301, 1.4839, 1.7713], [0.2500, -1.6962, 1.5142], [0.8763, -1.8077, -0.3035], [-0.2226, 0.5215, -3.3625]]
}

(2)
{
  "formula": "C2H5S",
  "method": "wB97M-V/def2-TZVPD",
  "de_lowest_kj_mol": 92.42,
  "orbital_gap_ev": 6.77,
  "charge": -1,
  "elements": ["S", "H", "C", "C", "H", "H", "H", "H"],
  "positions_angstrom": [[0.7104, 0.5038, 1.4927], [0.7243, 1.8709, 1.0961], [-0.5505, -1.1808, -1.2558], [-0.9951, -0.0755, -1.8728], [-0.9095, -2.1396, -1.3468], [0.2751, -1.0374, -0.6155], [-0.4689, 0.8544, -1.5673], [-1.7135, -0.0712, -2.6788]]
}

(3)
{
  "formula": "C2H6AsF6KN2O4",
  "method": "wB97M-V/def2-TZVPD",
  "de_lowest_kj_mol": 34.31,
  "orbital_gap_ev": 10.75,
  "elements": ["K", "As", "F", "F", "F", "F", "F", "F", "C", "N", "O", "O", "H", "H", "H", "C", "N", "O", "O", "H", "H", "H"],
  "positions_angstrom": [[-0.9448, -5.6118, -8.9330], [-0.9352, -2.2213, -10.0073], [-1.1014, -3.6648, -11.0898], [0.4633, -3.1761, -9.3541], [-0.6927, -0.8044, -8.8829], [-2.3559, -1.3850, -10.7978], [-2.0045, -2.9996, -8.8497], [0.1569, -1.3879, -11.1693], [-5.4765, -4.5983, -10.1117], [-4.4760, -5.3726, -10.9074], [-3.3970, -5.6336, -10.3787], [-4.8728, -5.7438, -12.0428], [-6.0911, -4.0755, -10.8445], [-4.9860, -3.9109, -9.4225], [-6.0826, -5.3011, -9.5400], [-1.4767, -6.3020, -13.6567], [-0.6947, -7.0935, -12.7506], [0.2699, -7.7513, -13.1703], [-1.0427, -7.0426, -11.5456], [-2.4740, -6.7002, -13.4699], [-1.1703, -6.4455, -14.6929], [-1.4399, -5.2721, -13.3015]]
}

(4)
{
  "formula": "C2H6AuO2",
  "method": "wB97M-V/def2-TZVPD",
  "multiplicity": 4,
  "de_lowest_kj_mol": 92.64,
  "orbital_gap_ev": [7.05, 7.29],
  "charge": 2,
  "elements": ["C", "C", "O", "H", "H", "H", "H", "H", "Au", "O", "H"],
  "positions_angstrom": [[-1.2976, -0.9909, 0.0641], [-1.0134, 0.4357, -0.1893], [0.1379, 0.8390, -0.5664], [-2.3729, -1.1004, 0.2679], [-1.0131, -1.6291, -0.7826], [-0.7608, -1.3189, 0.9703], [-1.6907, 1.1999, 0.2222], [1.2223, 1.3097, 0.5229], [1.5839, -0.0412, -1.3375], [2.2975, 0.8317, 0.0920], [2.9069, 0.4645, 0.7363]]
}

(5)
{
  "formula": "C2H6B2Ca2F9O",
  "method": "wB97M-V/def2-TZVPD",
  "orbital_gap_ev": 3.82,
  "charge": 1,
  "elements": ["Ca", "Ca", "B", "F", "F", "F", "F", "B", "F", "F", "F", "F", "F", "C", "C", "O", "H", "H", "H", "H", "H", "H"],
  "positions_angstrom": [[-1.0179, -4.4564, 0.6657], [1.4017, -1.4017, -2.6605], [-1.5955, -0.0487, -4.5777], [-1.5063, 0.3150, -3.2647], [-2.2628, 0.8260, -5.3566], [-0.3522, -0.3414, -5.1506], [-2.3300, -1.2033, -4.6259], [1.5866, -5.7116, 3.1904], [1.1144, -4.4176, 3.2610], [2.4807, -5.7971, 4.2366], [0.5573, -6.5717, 3.3618], [2.2858, -5.8839, 2.0003], [0.0381, -1.3071, 0.4314], [-0.2726, 4.6205, 0.2484], [0.2592, 3.9658, 1.6018], [-0.3712, 2.7022, 1.8483], [-0.1875, 3.9470, -0.6044], [0.2417, 5.5154, -0.1019], [-1.3302, 4.8825, 0.2803], [-0.0370, 4.6281, 2.4152], [1.3209, 3.7378, 1.5071], [-0.0232, 2.0000, 1.2939]]
}

(6)
{
  "formula": "C2H6BF4ORbS",
  "method": "wB97M-V/def2-TZVPD",
  "de_lowest_kj_mol": 54.53,
  "orbital_gap_ev": 9.25,
  "elements": ["Rb", "B", "F", "F", "F", "F", "C", "S", "O", "C", "H", "H", "H", "H", "H", "H"],
  "positions_angstrom": [[9.6626, 6.4242, -24.2434], [12.6609, 5.9281, -25.9789], [12.8824, 5.0382, -24.9086], [12.0701, 7.1172, -25.4665], [13.8909, 6.2663, -26.5721], [11.7677, 5.3673, -26.9111], [8.4997, 4.0141, -21.3039], [10.3184, 4.0979, -21.0553], [10.9337, 4.8071, -22.2358], [10.2480, 5.2967, -19.6960], [8.0991, 5.0232, -21.4314], [8.0404, 3.5745, -20.4171], [8.1958, 3.4041, -22.1528], [10.8087, 4.9400, -18.8291], [9.2219, 5.4036, -19.3467], [10.7192, 6.2298, -19.9951]]
}

(7)
{
  "formula": "C2H6BaO9",
  "method": "wB97M-V/def2-TZVPD",
  "multiplicity": 2,
  "de_lowest_kj_mol": 0.00,
  "orbital_gap_ev": [3.23, 3.22],
  "charge": -1,
  "elements": ["Ba", "C", "O", "O", "O", "C", "O", "O", "O", "O", "H", "H", "O", "H", "H", "O", "H", "H"],
  "positions_angstrom": [[-0.1204, -0.3216, 0.5965], [2.2295, -0.6346, -1.9555], [1.9191, -1.2933, -0.9729], [3.2578, 0.0240, -2.0660], [1.4565, -0.6837, -2.9064], [1.5922, -0.4104, 3.2210], [0.4544, 0.0195, 3.3605], [2.3259, -0.5199, 4.2498], [1.9538, -0.8900, 2.1195], [-0.2914, 1.5096, -1.5527], [-0.4252, 2.4313, -1.7736], [0.3424, 1.1976, -2.1986], [-1.9937, -0.9651, -1.1724], [-2.7250, -0.8094, -1.7700], [-1.8887, -1.9165, -1.1644], [-2.3457, 0.9645, 1.2065], [-3.0243, 0.4547, 1.6490], [-2.7173, 1.8432, 1.1297]]
}

(8)
{
  "formula": "C2H6BaO9",
  "method": "wB97M-V/def2-TZVPD",
  "de_lowest_kj_mol": 35.61,
  "orbital_gap_ev": 2.74,
  "charge": -2,
  "elements": ["Ba", "C", "O", "O", "O", "C", "O", "O", "O", "O", "H", "H", "O", "H", "H", "O", "H", "H"],
  "positions_angstrom": [[18.0083, 3.2108, 18.3467], [15.3952, 1.2843, 16.4828], [16.2381, 0.5922, 15.7364], [15.8968, 1.8285, 17.5920], [14.1486, 1.3504, 16.2023], [15.9470, 4.2863, 21.0713], [16.2792, 4.5677, 19.8352], [16.9599, 4.3074, 21.9488], [14.7736, 3.9874, 21.4254], [19.6546, 0.9738, 18.6436], [20.4231, 0.8553, 18.0778], [19.5021, 0.1164, 19.0538], [18.9089, 4.3633, 20.6593], [19.5557, 4.3142, 21.3659], [17.9736, 4.4860, 21.1549], [19.6085, 5.4847, 17.9662], [19.8347, 6.2486, 18.5049], [19.4506, 5.8318, 17.0800]]
}

(9)
{
  "formula": "C2H6BeFO2",
  "method": "wB97M-V/def2-TZVPD",
  "orbital_gap_ev": 13.42,
  "charge": 1,
  "elements": ["F", "Be", "O", "H", "C", "O", "C", "H", "H", "H", "H", "H"],
  "positions_angstrom": [[2.2967, -1.6193, 1.0717], [1.9739, -0.2818, 0.7327], [0.4694, 0.5999, 0.3911], [-0.0124, 0.8353, -0.4101], [3.4075, 1.8718, 1.9066], [2.4445, 1.1110, 1.1796], [1.1764, 1.6954, 0.9840], [3.0231, 2.0923, 2.9110], [4.3095, 1.2589, 1.9754], [3.6263, 2.7981, 1.3610], [0.7440, 1.9957, 1.9478], [1.2252, 2.5384, 0.2830]]
}

(10)
{
  "formula": "C2H6BrClSi",
  "method": "wB97M-V/def2-TZVPD",
  "de_lowest_kj_mol": 267.57,
  "orbital_gap_ev": 7.79,
  "elements": ["C", "C", "Si", "Cl", "Br", "H", "H", "H", "H", "H", "H"],
  "positions_angstrom": [[0.7851, 0.0431, -0.5609], [0.7331, -1.4080, -0.0486], [-0.8726, -1.5636, 1.0950], [-1.9207, 2.7330, 1.0971], [-2.4805, -0.7675, -0.3435], [1.6815, 0.1624, -1.2054], [-0.0964, 0.3398, -1.1725], [0.8795, 0.7314, 0.2801], [1.6780, -1.7881, 0.3641], [0.5921, -1.9805, -0.9822], [-0.9791, 3.4980, 1.4768]]
}

(11)
{
  "formula": "C2H6Cl2NO",
  "method": "wB97M-V/def2-TZVPD",
  "de_lowest_kj_mol": 430.72,
  "orbital_gap_ev": [9.43, 7.67],
  "charge": 1,
  "elements": ["C", "C", "N", "O", "Cl", "Cl", "H", "H", "H", "H", "H", "H"],
  "positions_angstrom": [[0.5559, -1.1647, -0.1081], [-0.1112, 1.3801, -0.7050], [-0.1495, -1.2055, 1.1414], [-1.1290, 1.3708, -1.5076], [-0.5482, 1.6690, 0.9585], [1.4572, 1.8744, -1.0089], [0.4649, -1.7602, -1.0285], [1.4668, -0.5396, 0.0648], [0.4896, -1.6454, 1.8400], [-1.0511, -1.6482, 1.1540], [-0.2661, -0.1551, 1.4865], [-1.1792, 1.8245, -2.2870]]
}

(12)
{
  "formula": "C2H6Cl2S2Si",
  "method": "wB97M-V/def2-TZVPD",
  "orbital_gap_ev": 8.28,
  "smiles": "SC[SiH](Cl)Cl.C=S",
  "elements": ["S", "C", "Si", "Cl", "Cl", "H", "H", "H", "H", "C", "S", "H", "H"],
  "positions_angstrom": [[0.0183, 2.5271, 1.2161], [-1.5164, 1.5047, 1.0516], [-1.1975, -0.0856, 0.0305], [-2.5810, -0.0048, -1.4051], [-1.5671, -1.7067, 1.2225], [0.0118, 2.9295, -0.1652], [-1.8413, 1.3794, 2.1753], [-2.1513, 1.9671, 0.3775], [0.1166, -0.0567, -0.6772], [2.7279, -2.1583, -1.0353], [2.5655, -0.8947, -0.0566], [3.5932, -2.9310, -1.0659], [1.8213, -2.4701, -1.6682]]
}

(13)
{
  "formula": "C2H6Cl2SSi",
  "method": "wB97M-V/def2-TZVPD",
  "de_lowest_kj_mol": 0.00,
  "orbital_gap_ev": 9.93,
  "smiles": "C[Si](Cl)(Cl)CS",
  "elements": ["C", "Si", "Cl", "Cl", "C", "S", "H", "H", "H", "H", "H", "H"],
  "positions_angstrom": [[-0.6733, -0.8436, 1.8119], [0.7962, 0.2687, 1.3102], [2.2881, 0.3403, 2.7651], [0.5327, 2.2286, 0.8568], [1.5245, -0.4229, -0.3321], [0.3351, -0.1374, -1.7742], [-1.3072, -0.5387, 2.6962], [-1.2524, -0.6071, 0.8597], [-0.5145, -1.9478, 1.7601], [2.4671, 0.0275, -0.6878], [1.6270, -1.4819, -0.0219], [0.8142, -1.3418, -2.2053]]
}

(14)
{
  "formula": "C2H6Cl3LiO13",
  "method": "wB97M-V/def2-TZVPD",
  "orbital_gap_ev": 8.83,
  "charge": -2,
  "elements": ["Li", "Cl", "O", "O", "O", "O", "Cl", "O", "O", "O", "O", "Cl", "O", "O", "O", "O", "C", "C", "O", "H", "H", "H", "H", "H", "H"],
  "positions_angstrom": [[-0.0049, -0.6370, 0.2023], [3.2321, -0.3295, 1.2765], [4.0101, 0.6789, 0.5743], [2.2139, -1.0107, 0.5492], [4.1385, -1.2440, 1.9077], [2.4991, 0.3725, 2.3223], [-0.0189, -1.0931, -3.4441], [0.4537, -2.4106, -3.6248], [0.0622, -0.8414, -2.0158], [0.7795, -0.1761, -4.2064], [-1.3620, -0.8949, -3.8751], [-1.8452, -2.5476, 1.6251], [-2.1888, -1.7445, 0.4836], [-1.6021, -3.8886, 1.2265], [-0.7595, -1.9226, 2.2657], [-3.0572, -2.4800, 2.4272], [-1.2342, 2.6282, -0.5464], [-0.1162, 2.2187, 0.4804], [-0.7301, 1.1765, 1.2483], [-0.7824, 3.3336, -1.2437], [-2.1852, 2.9434, -0.1171], [-1.5027, 1.7181, -1.0829], [-0.0139, 2.9929, 1.2408], [0.8337, 1.8081, 0.1378], [-0.8193, 1.3498, 2.1883]]
}

(15)
{
  "formula": "C2H6ClN2",
  "method": "wB97M-V/def2-TZVPD",
  "de_lowest_kj_mol": 244.28,
  "orbital_gap_ev": 8.30,
  "charge": 1,
  "smiles": "C=[NH+][C@H](N)Cl",
  "elements": ["C", "N", "C", "N", "Cl", "H", "H", "H", "H", "H", "H"],
  "positions_angstrom": [[-1.4941, -0.8026, -0.2343], [-0.2167, -0.8887, 0.0106], [0.5800, 0.1752, 0.4101], [0.2484, 1.2981, -0.2005], [2.6570, -0.0438, 0.1902], [-1.9356, 0.0981, 0.1548], [-1.9897, -1.7134, -0.4869], [0.3041, -1.7791, -0.3453], [0.7005, 0.3115, 1.5123], [0.7190, 2.1006, 0.1417], [0.4271, 1.2442, -1.1525]]
}

(16)
{
  "formula": "C2H6ClN2",
  "method": "wB97M-V/def2-TZVPD",
  "de_lowest_kj_mol": 157.50,
  "orbital_gap_ev": 9.87,
  "charge": 1,
  "smiles": "NCC(=[NH2+])Cl",
  "elements": ["N", "C", "C", "N", "Cl", "H", "H", "H", "H", "H", "H"],
  "positions_angstrom": [[-1.3302, 0.1514, -0.0996], [-0.2296, 1.0612, -0.1149], [1.0489, -0.0864, 0.2083], [0.7472, -1.3541, -0.1098], [2.6476, 0.2305, 0.6595], [-2.1816, 0.5440, -0.5195], [-1.6252, -0.2257, 0.7868], [-0.1371, 1.3755, -1.0681], [-0.0756, 1.8983, 0.5200], [1.3510, -2.0809, 0.2464], [-0.2155, -1.5139, -0.5091]]
}

(17)
{
  "formula": "C2H6ClN2",
  "method": "wB97M-V/def2-TZVPD",
  "de_lowest_kj_mol": 364.27,
  "orbital_gap_ev": [6.63, 6.64],
  "charge": 1,
  "elements": ["C", "C", "N", "N", "Cl", "H", "H", "H", "H", "H", "H"],
  "positions_angstrom": [[0.0740, 0.1772, -0.5149], [0.7680, 0.0417, 1.7879], [-0.6665, -0.2153, -1.5581], [-0.0819, -0.2030, 0.7454], [2.3151, -2.1566, 0.9727], [0.7419, 1.1146, -0.6879], [1.7010, 0.7542, 1.8979], [0.6114, -0.3865, 2.7129], [-0.7278, 0.3705, -2.3207], [-1.4011, -0.9546, -1.5978], [-0.7303, -1.0314, 0.9995]]
}

(18)
{
  "formula": "C2H6ClNO2S",
  "method": "wB97M-V/def2-TZVPD",
  "de_lowest_kj_mol": 148.67,
  "orbital_gap_ev": 10.47,
  "elements": ["C", "C", "N", "O", "O", "S", "Cl", "H", "H", "H", "H", "H", "H"],
  "positions_angstrom": [[2.7733, -0.2421, 1.7910], [1.8652, -1.2474, 1.4882], [-1.0277, 1.3503, -1.4066], [-2.6990, -0.3290, -0.4092], [-2.6386, 0.3893, -2.9500], [-1.8076, -0.0405, -1.8064], [0.3309, -0.8990, 0.6554], [3.8168, -0.3267, 2.2305], [-3.5824, -0.6633, -0.3214], [2.4521, 0.8483, 1.5237], [2.0347, -2.2629, 1.7627], [-0.3065, 1.1885, -0.7520], [-1.2112, 2.2346, -1.8059]]
}

(19)
{
  "formula": "C2H6ClO4PS",
  "method": "wB97M-V/def2-TZVPD",
  "de_lowest_kj_mol": 108.17,
  "orbital_gap_ev": [6.16, 9.10],
  "elements": ["C", "C", "O", "O", "O", "O", "P", "S", "Cl", "H", "H", "H", "H", "H", "H"],
  "positions_angstrom": [[-1.0022, -0.8590, 1.9817], [2.1465, 0.2873, -0.8260], [0.4664, -2.1878, -1.3360], [-1.8196, 1.0529, -0.6109], [-0.6001, -1.7199, 0.9344], [1.2273, -0.1878, 0.1284], [0.0322, -1.1483, -0.4085], [-2.7265, 1.9588, -1.3774], [-1.5724, 3.5201, -2.0648], [-1.2674, 0.1217, 1.5950], [-0.1929, -0.7579, 2.7062], [-1.8702, -1.3109, 2.4627], [2.0696, -0.2788, -1.7578], [3.1486, 0.1623, -0.4117], [1.9607, 1.3472, -1.0153]]
}

no.,E (eV)
1,-43945.85248
2,-12989.95798
3,-106809.18685
4,-9928.22670
5,-66906.32002
6,-27261.91850
7,-21294.22050
8,-21294.03539
9,-9380.52726
10,-92613.66845
11,-30742.83093
12,-56765.19895
13,-45931.91680
14,-66542.95469
15,-17665.07763
16,-17665.97702
17,-17663.83404
18,-31111.82657
19,-43006.82079